35
Properties=species:S:1:pos:R:3:forces:R:3 method="wB97M-V/def2-TZVPD" largest_force_ev_per_a=0.78 homo_ha=-0.35164 molar_mass_g_mol=241.3 spin_multiplicity=1 orbital_gap_ev=10.311 charge=0 smiles="COCCCCCCCN(C)S(=O)(=O)F"
C 1.975 1.384 2.511 -0.1 0.1 -0.1
O 2.579 0.115 2.657 0.0 -0.1 0.1
C 2.146 -0.861 1.732 0.1 0.0 0.1
C 0.741 -1.367 2.011 -0.1 0.0 0.0
C 0.320 -2.519 1.083 0.1 0.0 0.2
C -1.148 -2.534 0.648 0.0 -0.1 0.1
C -1.515 -1.799 -0.639 -0.1 0.1 0.0
C -1.584 -0.259 -0.623 0.1 -0.1 -0.1
C -0.502 0.386 -1.485 -0.3 0.1 0.1
N -0.843 1.797 -1.801 0.6 0.1 -0.4
C -1.407 1.982 -3.157 -0.2 0.0 0.3
S 0.285 2.921 -1.420 -0.3 -0.3 0.4
O 1.610 2.404 -1.403 -0.1 0.1 -0.1
O -0.045 4.146 -2.050 0.0 0.0 -0.1
F -0.083 3.096 0.101 0.1 0.0 -0.1
H 1.475 1.671 3.439 0.0 0.0 0.0
H 1.235 1.388 1.709 0.0 0.0 0.0
H 2.736 2.128 2.270 0.0 0.0 0.0
H 2.859 -1.680 1.834 0.0 0.0 -0.1
H 2.221 -0.478 0.705 0.0 0.0 0.0
H 0.029 -0.538 1.960 0.0 0.0 -0.1
H 0.723 -1.723 3.043 -0.1 0.1 0.1
H 0.970 -2.568 0.203 0.0 0.1 -0.1
H 0.498 -3.448 1.628 0.1 0.0 -0.1
H -1.433 -3.577 0.490 0.0 0.0 0.0
H -1.771 -2.182 1.476 0.0 0.0 0.0
H -0.828 -2.122 -1.429 0.0 0.0 0.0
H -2.499 -2.167 -0.937 0.0 0.0 -0.1
H -2.542 0.051 -1.043 0.0 0.1 0.1
H -1.536 0.132 0.395 0.0 0.1 0.0
H -0.444 -0.152 -2.432 0.1 0.0 0.0
H 0.479 0.326 -1.017 0.1 0.0 0.0
H -1.932 2.930 -3.209 0.0 0.0 0.0
H -0.650 1.943 -3.943 0.0 -0.1 0.0
H -2.118 1.174 -3.307 -0.1 0.0 0.0

***

37
Properties=species:S:1:pos:R:3:forces:R:3 method="wB97M-V/def2-TZVPD" largest_force_ev_per_a=16.06 homo_ha=0.04796 molar_mass_g_mol=440.8 spin_multiplicity=1 orbital_gap_ev=3.551 charge=-2
Hg 1.627 0.602 -0.194 -2.4 1.1 -2.1
C 4.988 1.263 -0.380 1.1 -2.0 0.7
C 4.117 2.404 -0.054 -1.0 2.1 0.8
O 2.835 2.375 -0.524 0.2 -0.4 -0.4
H 5.973 1.266 0.178 -0.8 0.2 -0.5
H 5.192 1.157 -1.433 0.0 0.0 -0.6
H 4.441 0.340 -0.042 0.5 0.6 -0.3
H 4.538 3.391 -0.419 0.3 -0.6 0.4
H 4.081 2.432 1.060 0.4 0.3 0.1
C -0.068 -0.522 3.417 -0.4 1.2 0.6
C 1.178 -0.735 2.601 0.5 -0.8 -2.9
O 0.922 -0.817 1.157 -0.1 -1.0 3.3
H -0.735 -1.334 3.262 -0.6 -1.0 -0.1
H -0.688 0.379 3.115 1.1 -0.7 0.3
H 0.196 -0.489 4.509 -0.3 0.1 -0.7
H 1.707 -1.690 2.912 -0.5 0.6 0.1
H 1.887 0.062 2.757 0.4 0.5 0.5
C -2.329 4.098 0.400 6.9 -13.9 4.1
O -1.790 2.995 0.737 -3.7 6.8 -2.1
O -0.276 0.782 -1.470 1.5 -0.4 0.7
O -2.731 5.095 0.182 -3.2 7.0 -1.9
C -3.359 -0.923 1.138 0.0 1.0 -0.8
O -3.362 -0.875 -0.284 -1.1 0.1 0.9
C -2.268 -1.535 -0.878 1.9 1.0 -0.4
C -2.652 -1.824 -2.286 -1.1 0.5 -1.5
O -1.718 -2.486 -3.121 -0.3 -0.5 0.2
C -0.643 -1.641 -3.554 -1.0 -0.6 0.5
H -3.705 -1.890 1.494 -0.5 -0.2 0.2
H -3.912 -0.040 1.550 -0.1 -0.9 -0.5
H -2.368 -0.791 1.514 1.0 0.0 0.2
H -2.025 -2.470 -0.381 0.1 -0.3 0.4
H -1.389 -0.820 -0.967 -0.1 -0.3 0.6
H -2.923 -0.854 -2.786 0.1 -0.5 0.5
H -3.552 -2.451 -2.256 -0.1 -0.1 -0.3
H 0.097 -1.666 -2.780 0.4 1.0 0.5
H -1.098 -0.664 -3.765 0.9 0.1 0.1
H -0.187 -2.125 -4.405 -0.1 -0.1 -0.7

***

44
Properties=species:S:1:pos:R:3:forces:R:3 method="wB97M-V/def2-TZVPD" e_above_lowest_kj_mol=120.5 largest_force_ev_per_a=7.52 homo_ha=-0.19471 molar_mass_g_mol=398.4 spin_multiplicity=1 orbital_gap_ev=7.429 charge=-1
N 16.258 0.890 5.553 -0.9 -1.3 2.8
O 16.337 1.225 4.374 0.2 0.2 -0.3
O 16.013 1.771 6.480 0.6 -1.7 -1.9
O 16.340 -0.370 5.886 0.2 2.7 -0.6
O 13.460 -0.836 4.133 1.1 -1.1 1.2
S 12.906 -0.086 3.090 -3.0 1.2 -0.7
O 11.774 -0.623 2.339 1.3 0.8 0.8
O 12.302 1.320 3.790 -0.1 -1.2 -3.0
C 13.239 2.180 4.437 2.1 1.0 -1.7
C 12.668 3.535 4.732 0.0 1.9 3.0
C 14.065 0.491 1.878 -1.7 4.0 3.0
H 14.288 2.279 3.904 -2.2 -0.3 0.9
H 13.337 1.646 5.291 1.5 -1.0 3.1
H 11.632 3.519 5.274 2.1 -0.2 -0.3
H 12.406 4.067 3.881 -0.2 0.9 -2.1
H 13.489 4.327 5.287 -2.3 -2.7 -1.2
H 14.343 -0.223 1.249 0.6 -3.4 -2.7
H 14.984 0.874 2.348 -0.6 0.3 0.0
H 13.341 1.224 1.432 1.4 -0.2 -0.2
O 19.488 3.088 11.110 -0.6 0.1 1.3
S 18.393 4.013 10.998 -0.8 -2.3 -1.8
O 18.369 4.778 9.840 0.8 3.1 -2.6
O 16.932 3.239 10.799 1.6 1.7 3.2
C 16.918 2.296 9.795 -5.3 0.2 -5.3
C 15.557 1.540 9.916 0.1 -0.3 -3.8
C 18.157 5.035 12.392 -3.8 -5.7 2.0
H 17.731 1.674 9.780 2.0 -1.6 0.3
H 16.725 2.675 8.604 1.3 -0.2 3.3
H 15.440 1.005 10.741 -0.8 -1.0 5.0
H 15.522 0.566 9.388 1.0 0.7 -1.3
H 14.580 1.926 9.519 1.3 0.7 0.7
H 18.959 5.592 12.641 2.7 1.9 0.3
H 18.129 4.086 13.212 -0.3 2.9 -1.6
H 17.173 5.538 12.288 0.8 -0.3 0.2
C 19.159 -3.876 6.633 0.7 1.5 -4.4
C 19.359 -2.318 6.803 0.2 -2.3 -2.4
O 20.712 -2.139 6.357 0.4 -0.8 1.4
C 21.397 -3.345 6.401 0.1 2.8 -3.3
O 22.521 -3.374 5.985 0.2 -0.7 1.3
O 20.575 -4.353 6.498 -2.6 -1.4 1.5
H 18.540 -4.120 5.671 1.8 0.4 1.1
H 18.521 -4.320 7.316 -0.1 -1.1 2.3
H 19.288 -2.261 7.879 -0.5 1.7 0.1
H 18.789 -1.830 5.951 -0.2 0.2 2.3